[1]
ORCA calculation (ωB97M-V/def2-TZVPD) on C46H58BN10PtS as an isolated structure in a non-equilibrium geometry.

Geometry as XYZ:
```
117
Properties=species:S:1:pos:R:3:forces:R:3
H 4.20129 -4.42904 -3.98349 -0.29 0.53 -0.35
C 3.55437 -1.50871 2.03889 1.79 3.00 0.97
C -2.33799 -2.06261 0.76390 0.38 -0.42 -0.59
C 4.52741 1.18962 -1.64900 -2.94 -0.12 -0.61
C 4.29670 -3.22850 0.00847 1.97 -0.99 1.69
H -3.35469 -2.30139 2.53381 -0.44 -0.45 0.59
C 2.42060 -1.83712 -2.73170 -1.33 0.52 -0.61
H 0.26161 -5.57064 -3.76071 -1.20 -1.02 0.51
C 3.35647 -0.42820 3.01421 -2.32 -1.80 -3.97
H 0.34426 -2.93018 -0.00331 -0.43 -0.57 -0.05
H 3.25530 -6.05783 -2.44846 1.08 0.08 -0.66
N -0.06755 0.74458 -1.95559 0.34 0.03 0.34
C -4.22705 -0.14441 0.21713 -2.83 1.58 0.92
H -3.00642 1.55845 2.33140 -0.69 1.40 1.25
N 1.04960 -1.51135 -2.33089 -1.05 -1.01 -1.17
C -1.30115 1.10748 1.58139 -1.14 0.65 2.12
C 3.91802 -3.38093 -3.79738 -0.52 -1.57 0.45
C -5.45764 6.12927 3.79013 -0.48 -2.85 3.59
H -4.41766 2.10350 -1.14435 0.23 0.27 0.58
C -3.39219 1.92712 -1.45981 -1.25 0.30 -2.80
H -0.43601 0.66304 -2.90035 0.50 -0.03 -0.31
B 0.30011 -0.70741 -1.24131 0.23 0.30 1.25
C -4.54708 -0.02460 -2.72096 -0.90 1.04 -1.65
H 0.61936 1.61139 6.03611 -0.24 -2.19 1.57
H -4.66339 0.52259 -3.71167 -0.23 -0.57 1.20
H 0.14672 -3.51456 2.77063 -0.64 -0.43 0.05
H 0.61759 0.50268 4.28182 0.40 -1.78 -1.21
C -6.28936 7.66179 2.10458 -2.43 -0.46 3.16
H -2.63489 2.20662 -0.77229 0.57 0.07 1.01
H 1.21208 2.97432 0.39853 -3.11 -1.38 0.26
H 4.27382 1.99986 -0.93975 0.00 -0.29 -0.57
H -3.29211 2.56278 -2.33386 0.12 0.53 -0.16
S 1.85511 3.35041 3.25388 0.60 0.61 -0.51
N 0.77988 2.31837 5.40630 0.76 2.41 -1.22
C 3.15789 -2.52665 0.02212 -4.30 0.53 -1.72
C -3.39284 -1.76777 1.61060 1.87 -1.98 1.45
H 0.95255 -4.13560 -2.16802 -0.04 0.71 -0.22
H -0.28803 4.75875 0.66792 -2.05 -2.84 1.14
H 2.43049 0.50137 -1.55334 0.03 0.31 0.32
H 5.18556 -0.05744 3.74741 -1.49 0.77 2.00
C 2.69634 -3.18027 -3.11681 0.36 0.62 -0.54
H -1.00108 -3.80082 -0.84151 0.01 0.25 0.33
C -5.22813 7.42894 1.35596 2.71 -1.80 -0.24
H -2.44980 5.42227 0.58161 -1.14 1.35 0.14
H 5.26971 -0.39048 -3.50044 1.11 0.96 -0.24
N -0.18299 1.40807 1.02381 2.56 -3.29 -1.57
H -5.12607 -0.68907 2.07414 -0.34 0.24 0.46
H 6.13485 -3.30911 1.29798 1.40 -1.75 -0.82
H 2.46718 2.49259 -3.02113 0.01 0.71 0.35
H 1.09246 3.17594 5.84892 -0.56 0.04 -0.07
C -4.31378 -0.84027 1.40059 -1.17 1.12 -0.72
H 1.71636 -5.66629 -4.68530 -0.30 0.82 -0.05
C 1.74767 -4.37236 -2.87690 0.68 -1.36 0.46
C 0.08286 2.63676 0.71686 3.14 3.61 -1.39
H 0.22149 -2.49293 -4.13305 0.26 0.84 1.17
H 4.56768 -4.03028 -0.66328 -0.32 0.31 -0.37
N -1.11854 -1.38730 -1.28856 -0.91 -1.23 -2.74
C -1.78408 3.41216 1.97601 -2.22 4.15 -2.29
H 5.73530 -2.55948 -4.60064 0.57 -0.10 -0.29
H -1.31832 -2.70588 3.38547 -0.10 0.23 0.17
N 2.10601 0.23636 2.79629 -1.47 -0.19 0.04
H -1.46516 0.10160 1.93696 -0.32 -0.31 -0.71
H 1.63171 -6.38690 -2.14987 -0.10 0.10 0.45
C 4.54578 -1.14492 -3.45739 -1.14 -0.46 -0.96
H -5.22238 8.21190 0.65196 1.54 0.09 -1.72
H 0.71075 1.40633 -1.88688 -0.23 -0.15 -0.38
N 1.53006 0.78888 3.87360 -1.49 0.30 0.20
C 4.87231 -2.11768 2.11117 -4.83 0.73 0.06
C -2.31350 -1.34811 -0.44061 1.53 0.61 0.05
H 2.53075 -5.27214 -1.04576 -0.02 -0.42 -0.22
C -3.30630 -0.37855 -0.71799 2.81 -0.40 -1.55
C -4.21436 6.24575 1.72374 -0.98 0.76 0.12
H 5.20001 1.53080 -2.39960 0.53 0.37 -0.50
C -0.67682 -2.82564 2.52595 0.66 -1.29 -0.71
N -3.72341 4.47149 3.16951 -3.74 0.57 5.75
C -1.40707 -3.21956 1.23697 -1.35 -0.23 -0.74
C -1.20258 -1.94160 -2.60177 0.37 2.24 3.69
H -0.84536 1.09452 -1.42710 -0.35 0.48 0.45
C -0.80927 3.66815 0.98372 2.99 3.07 0.90
H -2.12475 -4.07172 1.41166 0.69 0.76 0.09
C 1.40077 2.13414 4.21460 1.14 0.46 0.35
C -4.51296 5.60578 2.96101 -1.19 0.70 -0.66
C 0.05910 -2.00223 -3.13969 0.97 -0.63 -0.97
H -0.05369 -4.66291 0.29997 0.06 0.43 0.36
C 4.82142 -2.38019 -4.09047 -1.48 1.35 2.21
H -7.48323 6.97653 3.91618 0.35 0.36 -0.27
H -4.96706 0.65253 0.04847 0.26 -0.55 0.04
H 2.23470 -2.58789 -0.64208 2.27 -0.83 0.33
H -4.45789 -1.09279 -2.98278 0.13 0.40 0.26
C -0.48263 -3.66374 0.11512 0.80 -0.61 -0.03
H -0.08878 -1.97971 2.26772 0.23 1.53 0.12
H -5.25169 5.55866 4.87747 -1.69 1.92 -2.64
C 2.37425 -5.58864 -2.08834 -0.99 1.09 0.33
C -3.32187 0.50695 -1.98683 0.67 -2.01 1.47
C -2.85823 4.53444 2.34497 4.82 -1.97 -5.25
H 4.95019 0.40556 -1.10522 1.02 -1.18 0.98
H 3.45902 0.64088 4.56109 1.28 1.75 0.95
N 2.78622 -1.61906 0.92869 -0.91 0.83 1.03
C -2.11481 2.12287 2.08257 -1.14 -3.96 0.15
C 3.30621 -0.75639 -2.87160 3.03 -4.69 -0.90
H -2.39874 0.32241 -2.60923 -1.13 0.22 0.62
H -2.16210 -2.02483 -3.04543 -0.53 -0.81 -0.46
C 2.68443 1.54661 -3.48929 0.96 0.24 1.74
H -6.98175 8.50187 1.98469 0.42 -0.29 -0.82
H 0.59473 -4.18773 -4.67341 0.05 0.06 -1.09
H 3.43725 1.78558 -4.23286 0.34 -0.38 -0.01
H -5.47449 0.07498 -2.09058 0.88 0.07 -0.79
C 1.05071 -4.98326 -4.12151 1.62 0.66 0.42
C 3.19782 0.55281 -2.32219 -0.44 3.94 -0.48
Pt 1.12337 -0.21720 0.70985 1.18 -0.58 1.07
N -3.08921 5.54434 1.38779 1.06 0.62 -1.92
H 5.20619 -1.80157 3.07487 1.94 -0.96 -0.02
H 1.78972 1.32371 -4.01890 -0.77 -0.99 -0.41
C -6.56420 6.94410 3.32493 2.36 -0.81 0.38
C 4.10804 -0.10998 4.18207 1.13 -1.79 -0.39
H 3.89789 -0.93015 4.88830 1.09 0.02 0.17
C 5.14506 -3.01671 1.13877 0.74 1.17 0.00
```
Positions in Å, forces in eV/Å.

Values from the calculation:
multiplicity: 5
charge: +3
energy above the lowest of the compared OMol25 structures with the same formula, charge and spin: 10.421 eV

Löwdin population analysis, charges in e, atoms 1 to 6:
1 H 0.131
2 C -0.196
3 C -0.115
4 C -0.001
5 C 0.006
6 H 0.121

***

[2]
ORCA calculation (ωB97M-V/def2-TZVPD) on C46H58Ge2N4O5S3V as an isolated structure in a non-equilibrium geometry.

Geometry as XYZ:
```
119
Properties=species:S:1:pos:R:3:forces:R:3
H 3.40543 3.08286 -4.76235 0.01 0.00 -0.02
C -4.01402 1.82778 -1.18567 -0.06 -0.08 0.08
C 3.88859 4.90291 -2.59968 0.07 0.15 -0.02
C -0.71844 -2.12052 -5.31875 0.03 0.00 -0.01
H 4.11296 -2.87153 -1.83132 -0.05 0.02 -0.04
H 2.31978 1.64616 -0.06060 -0.04 0.03 0.00
H -1.01137 -3.40808 1.19605 0.01 0.03 0.01
C 0.22575 2.89709 1.51671 0.06 0.30 0.13
C -1.02032 -1.43940 -3.02754 0.01 -0.26 0.17
H 3.59843 -2.48340 -3.46582 -0.01 0.00 -0.01
N 0.95580 1.84081 1.98223 0.01 0.05 0.10
C 3.93957 -3.34604 2.61086 -0.03 0.03 -0.02
H 2.96221 0.54776 3.03056 0.01 -0.02 -0.01
N 1.97128 3.71645 2.51929 -0.18 -0.08 -0.06
H 3.67422 6.21782 -0.85050 -0.02 0.03 -0.06
C -4.87646 -1.27570 2.52437 -0.05 -0.14 0.05
C 5.14857 -3.99712 2.77495 0.03 0.01 -0.02
H 1.60827 -2.78348 -1.89705 0.05 0.01 0.01
H -1.02105 0.95988 3.35625 -0.05 -0.02 -0.07
H -2.92159 2.86978 -2.70032 -0.01 0.00 0.01
C -0.20595 -0.26898 4.91805 0.03 -0.01 0.02
C -1.03969 -2.42833 -4.00631 0.03 0.00 -0.04
C -0.69097 -0.14190 -3.39236 -0.01 0.30 0.14
H -0.09486 -0.59427 -6.69294 0.00 0.02 -0.04
H -0.58661 0.36284 5.72278 -0.05 0.02 0.01
H 2.33127 2.10057 -3.74035 0.02 0.01 -0.01
C 3.11431 5.91377 -1.73478 0.11 0.05 -0.03
C 6.18843 -3.78641 1.87848 0.01 -0.04 0.02
S -1.37394 -1.89135 -1.34517 -0.17 0.12 -0.20
N 1.94007 5.14234 -1.36903 -0.09 -0.15 -0.04
C -4.81184 -2.83588 0.50524 0.01 -0.03 0.10
H 1.67502 -1.25395 -2.71851 -0.05 0.00 -0.06
H -3.71073 2.51171 -0.40290 0.00 0.03 -0.02
C -3.56961 2.02935 -2.48094 0.01 0.00 -0.09
H 4.68668 2.02390 -0.13380 0.00 0.04 -0.01
C 2.90178 0.86759 -0.54980 -0.13 0.08 0.00
H 1.11886 5.55420 -0.95208 0.05 0.03 -0.04
C 4.77618 -2.27738 0.65664 0.09 0.16 -0.04
H -2.29707 -2.72698 2.16092 0.04 0.03 0.00
H 0.25339 -4.06772 3.24137 0.08 0.00 0.00
H -1.05925 5.01803 0.70250 0.02 0.07 0.08
O -1.18003 1.53303 0.25606 -0.36 1.47 0.37
C -4.82999 0.73891 -0.88808 -0.03 0.10 -0.04
S 0.43854 3.05825 -2.09992 -0.05 0.06 -0.20
C -5.37268 0.54354 0.49408 -0.06 0.01 0.04
H 4.04307 1.95351 3.04260 0.05 0.02 -0.01
C 0.83829 4.08090 1.83658 0.24 0.04 0.11
H -0.70206 0.66967 -2.66609 -0.01 -0.11 -0.06
C 1.99435 2.36103 2.60023 -0.04 0.12 -0.11
C -0.80276 -3.80585 3.30380 0.01 -0.07 0.03
H 4.64194 -1.61674 -0.18631 0.00 0.02 0.05
H -2.04682 -0.39907 3.76944 0.02 -0.02 0.08
C -3.95314 1.15401 -3.49155 0.13 0.06 0.10
C 2.43055 -1.72925 1.37440 0.23 -0.21 0.11
C -1.21913 -2.90598 2.14471 -0.07 -0.04 -0.13
C -7.12469 -4.09080 1.40219 0.02 0.01 -0.03
H 5.27570 -4.68478 3.59995 0.01 -0.03 0.03
H -4.12844 -1.63331 3.23957 0.01 0.03 -0.06
C -6.57848 -3.03824 2.11745 -0.04 0.06 -0.04
H 4.28775 5.35263 -3.51103 0.03 0.00 0.05
C 1.56930 -1.62967 2.39255 -0.08 0.01 0.08
S -4.06306 0.10392 1.70296 0.24 0.36 0.16
H 4.51797 0.61837 0.90648 -0.02 -0.05 0.10
C -6.51821 -4.51522 0.22982 -0.02 -0.02 0.01
H -3.90933 -2.36126 0.15340 0.10 0.06 -0.06
C 3.73194 -2.44637 1.55835 -0.13 0.06 -0.10
C 3.60396 -2.11976 -2.43547 0.12 -0.13 -0.04
H 2.84133 6.80833 -2.30300 0.03 -0.06 0.01
O -2.90049 -0.46887 0.95534 0.30 -0.27 -0.23
C 1.78313 4.04739 -2.15555 -0.19 0.02 0.28
C -5.42184 -2.39978 1.67835 -0.02 0.04 0.08
C -5.36556 -3.88542 -0.21173 0.01 -0.01 -0.05
H 2.82166 1.08138 -1.61548 -0.02 0.01 -0.10
H 4.71849 4.43599 -2.05591 -0.05 0.02 0.01
H 5.03283 0.42168 -0.75334 0.03 -0.05 -0.04
H 2.64553 4.38213 2.86631 -0.02 -0.03 -0.02
H -4.88345 -4.21049 -1.12307 0.03 -0.02 -0.05
H -5.78717 1.47329 0.88664 -0.01 0.00 0.01
C 2.18152 -1.85454 -1.95967 -0.24 -0.10 -0.12
C 5.99206 -2.92765 0.81157 -0.01 0.02 0.00
H -1.36652 -4.74078 3.31039 -0.03 -0.04 -0.03
C -1.01604 2.71940 0.74993 -0.48 -0.29 -0.65
H 7.13117 -4.30198 2.00274 0.02 -0.01 0.01
C 3.19000 2.76941 -3.73956 -0.04 -0.03 -0.06
C -0.34745 0.16380 -4.69761 0.01 -0.02 -0.12
O 1.47995 6.32402 1.79760 -0.02 0.01 -0.01
H -6.94203 -5.33352 -0.33539 -0.02 -0.03 -0.02
Ge 1.87141 -0.82572 -0.30603 0.36 -0.01 0.35
C -5.17620 -0.15104 -1.89367 -0.07 -0.06 0.01
H -8.02511 -4.57130 1.75641 -0.05 -0.04 0.02
C -0.35832 -0.82686 -5.67072 -0.01 0.05 0.05
C 3.04923 1.59578 3.30750 0.05 -0.05 0.01
H 4.06057 2.24295 -3.34084 0.02 -0.04 0.01
H -5.03072 -0.63332 -3.97396 -0.01 -0.01 -0.02
C -1.00574 -0.09470 3.62920 -0.09 0.12 0.04
H -0.08135 1.18388 -4.94360 0.01 0.03 -0.01
V -0.61418 -0.14285 -0.12783 -0.53 -0.90 -0.33
H 2.93229 1.68121 4.38753 -0.01 0.01 0.07
Ge -0.29593 -1.14906 2.12407 0.24 -0.37 0.11
O -1.83501 3.62671 0.58113 0.49 -0.21 0.18
H -3.61137 1.31177 -4.50321 0.05 0.03 -0.10
H -7.06110 -2.70081 3.02632 -0.02 0.01 0.05
N 2.87745 3.91219 -2.92340 0.01 -0.01 0.00
H 0.84122 -0.00443 4.76706 0.07 0.04 -0.03
H -5.67729 -0.81473 3.10895 -0.01 0.01 0.02
H 6.78171 -2.76159 0.09053 0.03 0.00 -0.02
O -0.46112 5.82012 0.82064 0.38 -0.08 0.16
H -5.79736 -1.00742 -1.65951 -0.01 -0.02 0.00
H 3.13922 -3.56078 3.30278 -0.08 0.00 0.05
H 4.21736 -1.21637 -2.42156 0.02 0.08 0.01
C -4.74858 0.06160 -3.19441 0.02 -0.10 -0.05
H -0.22256 -1.29747 5.27792 -0.01 -0.08 0.00
H -6.14568 -0.22264 0.51071 0.02 -0.05 -0.02
H -0.73709 -2.90041 -6.06821 0.00 -0.03 -0.03
C 0.63908 5.50643 1.50067 -0.36 0.01 -0.16
H -1.29526 -3.44225 -3.73224 -0.02 -0.06 0.03
H 1.87189 -1.99613 3.36901 0.04 -0.08 0.17
C 4.35628 0.98093 -0.10732 0.09 0.00 0.00
H -0.96246 -3.33413 4.27269 -0.03 0.09 0.10
```
Positions in Å, forces in eV/Å.

Values from the calculation:
multiplicity: 2
energy above the lowest of the compared OMol25 structures with the same formula, charge and spin: 0.999 eV

Löwdin population analysis, charges in e, atoms 1 to 6:
1 H 0.093
2 C -0.039
3 C -0.113
4 C -0.087
5 H 0.056
6 H 0.013